144
Properties=species:S:1:pos:R:3:forces:R:3:lowdin_charge:R:1 method="wB97M-V/def2-TZVPD" homo_ev=-8.5 smiles=CC1(C)CCCC(C)(C)N1O.CC1(C)CCCC(C)(C)N1O.CC1(C)CCCC(C)(C)N1O.CC(C)O.CC(C)O.CC(C)O.CO.CO.CO gap_ev=8.901 de_lowest_kcal_mol=0.00
C -3.723 -1.607 -5.865 -0.47 -0.23 -0.09 -0.06
C -2.606 -0.585 -6.055 0.34 1.21 1.54 -0.48
C -1.211 -1.258 -6.047 -0.71 -0.19 -1.41 -0.02
C -2.940 0.240 -7.328 0.77 -0.42 0.73 -0.14
C -2.062 1.468 -7.475 0.14 0.56 -0.12 -0.19
C -2.258 2.394 -6.276 0.59 -0.29 0.96 -0.14
C -1.939 1.752 -4.900 0.77 -1.74 -0.12 -0.45
C -0.383 1.600 -4.648 -0.76 0.43 -0.08 -0.03
C -2.442 2.613 -3.727 -1.13 -0.18 -1.78 -0.05
N -2.692 0.365 -4.821 0.24 1.02 -0.72 -0.04
O -2.206 -0.356 -3.645 0.09 0.60 -1.19 -0.08
H -3.796 -2.292 -6.729 0.21 0.31 0.19 0.09
H -3.551 -2.248 -4.986 -0.14 0.36 -0.16 0.08
H -4.703 -1.083 -5.801 0.62 -0.36 0.22 0.09
H -0.527 -0.805 -6.804 -0.39 -0.45 0.69 0.09
H -0.801 -1.243 -5.056 0.34 0.17 0.29 0.06
H -1.395 -2.318 -6.271 0.45 0.16 -0.28 0.08
H -2.839 -0.449 -8.152 0.19 -0.22 -0.48 0.11
H -3.992 0.496 -7.298 -0.27 0.32 0.13 0.11
H -0.994 1.217 -7.585 -0.32 -0.17 0.23 0.10
H -2.273 2.055 -8.385 -0.23 -0.37 0.21 0.11
H -3.302 2.721 -6.192 0.20 0.29 -0.40 0.12
H -1.538 3.232 -6.364 -0.73 -0.02 0.03 0.13
H -0.250 0.710 -4.024 0.22 0.59 0.38 0.07
H -0.052 2.563 -4.179 -0.02 -1.12 -0.12 0.08
H 0.256 1.432 -5.516 -0.34 0.08 -0.33 0.07
H -2.128 2.132 -2.830 -0.12 -0.15 0.96 0.05
H -3.541 2.759 -3.832 0.55 -0.37 0.47 0.09
H -2.018 3.606 -3.789 0.36 0.23 0.04 0.08
H -3.001 -0.431 -3.129 -0.47 -0.05 0.32 0.08
C 3.398 -3.362 2.020 -0.51 -1.07 0.78 -0.03
C 3.492 -1.835 2.053 0.37 -0.25 0.75 -0.48
C 2.111 -1.175 1.835 0.61 -0.08 -0.48 -0.03
C 4.046 -1.383 3.442 0.31 -0.39 -0.38 -0.12
C 5.524 -1.770 3.675 -0.24 1.10 -0.86 -0.15
C 6.357 -1.175 2.517 -0.30 0.08 -0.64 -0.11
C 5.887 -1.543 1.095 -1.02 0.04 -0.43 -0.52
C 6.578 -0.668 0.049 -0.26 0.94 0.02 -0.03
C 6.210 -2.975 0.741 1.24 -0.92 0.59 -0.04
N 4.410 -1.273 1.033 -0.22 0.26 -0.73 -0.09
O 3.901 -1.570 -0.284 0.18 -0.05 0.48 -0.03
H 3.376 -3.800 1.014 -0.12 0.08 0.24 0.09
H 4.119 -3.935 2.625 0.45 0.63 -0.52 0.08
H 2.504 -3.699 2.562 -0.41 0.35 -0.52 0.07
H 2.310 -0.118 1.804 -0.14 0.67 0.19 0.06
H 1.667 -1.375 0.851 0.14 -0.42 0.35 0.09
H 1.400 -1.374 2.637 0.10 -0.25 0.03 0.08
H 3.944 -0.302 3.475 0.08 0.27 0.09 0.11
H 3.437 -1.784 4.255 -0.22 -0.09 -0.16 0.12
H 5.866 -1.328 4.615 -0.02 -0.09 -0.05 0.11
H 5.646 -2.838 3.761 0.06 -0.42 -0.05 0.09
H 7.395 -1.513 2.493 0.15 0.32 0.59 0.12
H 6.292 -0.067 2.553 0.30 -0.52 0.25 0.12
H 6.402 0.413 0.229 -0.10 -0.56 -0.12 0.08
H 6.241 -0.906 -0.974 0.14 0.07 0.50 0.10
H 7.656 -0.806 0.120 0.09 -0.16 -0.06 0.08
H 5.790 -3.358 -0.175 -0.34 0.26 -0.49 0.08
H 5.860 -3.629 1.530 0.22 -0.31 0.14 0.06
H 7.315 -3.121 0.617 -0.84 0.20 0.29 0.11
H 3.831 -2.540 -0.390 0.18 0.41 0.23 0.09
C -1.764 -6.449 1.402 -0.90 -0.07 0.51 -0.04
C -1.738 -4.999 1.962 -0.65 0.14 -2.04 -0.50
C -0.626 -4.226 1.205 0.52 0.36 0.83 -0.03
C -3.106 -4.335 1.566 -0.32 -1.64 -0.37 -0.16
C -3.460 -3.104 2.327 0.18 0.09 0.47 -0.19
C -3.360 -3.432 3.821 -0.18 0.61 0.09 -0.14
C -1.981 -3.871 4.292 0.43 -1.11 -1.35 -0.51
C -0.979 -2.723 4.173 -0.04 -0.90 -0.42 -0.02
C -2.094 -4.359 5.709 0.03 0.38 0.41 -0.04
N -1.639 -5.071 3.393 -0.40 0.32 1.51 -0.08
O -0.465 -5.786 3.775 -1.12 -0.03 0.21 0.00
H -2.235 -6.540 0.408 0.34 0.36 0.29 0.09
H -0.797 -6.922 1.392 0.50 0.04 -0.13 0.07
H -2.371 -7.052 2.090 0.01 0.13 -0.15 0.09
H 0.369 -4.642 1.381 -0.04 -0.40 -0.07 0.07
H -0.798 -4.223 0.128 -0.08 0.00 0.07 0.09
H -0.510 -3.198 1.570 -0.33 -0.03 -0.38 0.05
H -3.132 -4.230 0.474 0.29 0.35 0.17 0.12
H -3.936 -5.038 1.735 0.36 -0.30 0.22 0.12
H -2.725 -2.341 2.045 -0.60 0.37 0.25 0.08
H -4.504 -2.799 2.117 0.71 0.17 -0.13 0.13
H -4.071 -4.241 4.087 0.17 0.58 -0.12 0.13
H -3.567 -2.506 4.381 -0.36 -0.37 0.08 0.13
H 0.044 -3.117 4.274 -0.16 0.33 0.07 0.08
H -1.184 -1.985 4.941 0.14 0.25 -0.03 0.09
H -1.123 -2.340 3.166 0.41 0.62 0.27 0.05
H -2.476 -3.584 6.379 -0.12 0.17 -0.27 0.09
H -1.135 -4.621 6.121 0.41 -0.46 0.07 0.08
H -2.780 -5.183 5.744 -0.16 -0.60 0.14 0.08
H 0.252 -5.169 3.715 0.98 0.69 -0.15 0.06
C -1.482 -0.663 -0.166 0.20 -0.56 1.04 -0.02
C -0.798 0.359 0.776 -0.33 -0.36 -1.46 -0.43
C 0.116 1.327 -0.010 -0.61 -0.13 0.58 -0.04
O -1.767 1.033 1.593 0.24 0.47 -0.46 -0.07
H -2.091 -1.385 0.393 -0.21 0.52 0.14 0.05
H -0.777 -1.347 -0.642 0.38 0.48 -0.32 0.08
H -2.103 -0.188 -0.905 -0.18 0.30 -0.42 0.06
H -0.195 -0.195 1.459 0.39 -0.37 0.64 0.08
H 0.792 1.818 0.699 -0.03 0.12 -0.38 0.07
H -0.497 2.056 -0.546 -0.01 0.14 0.16 0.07
H 0.689 0.813 -0.778 0.18 -0.26 0.16 0.08
H -2.216 1.674 1.009 -0.11 -0.05 0.01 0.05
C -4.830 2.077 -0.188 1.56 0.48 -0.39 -0.05
C -4.245 3.499 -0.191 0.91 -0.98 -0.21 -0.42
C -4.833 4.323 0.923 0.30 1.23 -0.64 -0.06
O -2.752 3.381 -0.071 -2.04 -1.22 -0.23 -0.08
H -4.493 1.624 0.743 -0.55 -0.36 0.11 0.08
H -4.391 1.519 -1.014 0.21 -0.13 -0.02 0.06
H -5.892 2.053 -0.379 -0.41 0.16 0.47 0.08
H -4.442 3.913 -1.179 0.03 0.44 0.02 0.13
H -4.308 5.305 0.944 -0.20 -0.61 0.41 0.09
H -4.779 3.799 1.877 0.03 0.17 0.03 0.09
H -5.868 4.575 0.665 0.02 -0.27 0.23 0.09
H -2.405 4.190 0.290 0.17 1.01 0.27 0.02
C 1.007 6.266 1.619 -0.02 -1.01 0.10 -0.06
C -0.203 6.320 0.685 0.48 -0.96 -0.61 -0.45
C 0.033 5.531 -0.644 -0.52 0.25 1.05 -0.04
O -1.380 5.745 1.283 0.21 0.93 -0.22 -0.09
H 1.879 6.686 1.118 0.03 0.10 -0.05 0.07
H 1.254 5.201 1.864 -0.21 0.86 0.01 0.08
H 0.819 6.849 2.529 0.04 -0.26 -0.11 0.08
H -0.311 7.397 0.485 -0.85 -0.40 -0.13 0.13
H -0.940 5.443 -1.147 0.36 0.21 -0.11 0.07
H 0.360 4.492 -0.435 0.09 0.60 -0.02 0.07
H 0.747 6.070 -1.251 0.25 -0.14 -0.40 0.07
H -1.091 4.894 1.644 0.15 -0.13 0.56 0.03
C 4.407 2.611 1.153 0.08 -1.09 -0.09 -0.11
O 3.721 1.594 0.383 0.24 0.61 0.77 -0.17
H 5.488 2.383 1.206 -0.48 0.05 0.35 0.08
H 4.326 3.551 0.657 -0.19 0.55 -0.80 0.06
H 3.947 2.798 2.135 0.24 -0.52 -0.02 0.08
H 3.933 0.699 0.732 0.15 0.32 -0.17 0.05
C 2.640 2.723 -2.659 0.27 -1.22 1.45 -0.15
O 3.804 1.946 -2.389 0.28 0.15 -1.27 -0.14
H 1.822 2.084 -2.292 -0.47 0.70 -0.62 0.06
H 2.747 3.569 -2.010 -0.61 1.04 0.11 0.06
H 2.543 3.027 -3.683 0.06 -0.12 -0.52 0.07
H 3.721 1.842 -1.443 0.55 -0.57 0.79 0.00
C -0.193 3.232 3.864 0.78 -0.34 0.42 -0.13
O -0.515 3.455 2.524 -0.04 0.53 -0.30 -0.13
H 0.846 2.932 3.974 0.31 -0.27 -0.13 0.08
H -0.265 4.142 4.409 -0.32 0.94 0.42 0.07
H -0.794 2.488 4.369 -0.42 -0.24 -0.14 0.09
H -0.954 2.685 2.173 -0.31 -0.92 -0.24 0.03